Density functional theory data (the ωB97M-V functional and the def2-TZVPD basis) for a cluster of 2 separate species, C23H30F18N5O7S2 in total.

Structure (XYZ):
```
85
C23H30F18N5O7S2 the ωB97M-V functional and the def2-TZVPD basis
C -1.66985 -1.06399 -1.61587
C -0.46843 -1.88399 -1.17458
N -0.68853 -2.81117 -0.02736
C -0.12220 -4.14771 -0.20926
C 1.03385 -4.45971 0.79609
C 1.08656 -3.47085 1.89713
N 1.77656 -2.35422 1.80769
C 1.58605 -1.67203 2.94703
N 2.07881 -0.45761 3.13995
C 2.96773 0.07935 2.09643
C 2.17498 0.55598 0.86791
C 2.86521 1.74561 0.23030
F 2.74691 2.83855 1.03520
F 4.18851 1.48144 0.07654
C 2.27213 2.06984 -1.16458
F 0.92772 2.00538 -1.09503
F 2.67520 1.07669 -1.98829
C 2.72339 3.43229 -1.79616
F 3.89548 3.78786 -1.26199
F 2.91395 3.25223 -3.10801
C 1.71023 4.61352 -1.59621
F 1.06428 4.47440 -0.42303
F 2.43021 5.74757 -1.54016
C 0.68771 4.76169 -2.76716
F 0.25996 3.54921 -3.15999
F 1.31716 5.36518 -3.79019
C -0.54841 5.62381 -2.37895
F -1.40298 4.85479 -1.67843
F -0.15053 6.64010 -1.59427
C -1.33696 6.26115 -3.56844
F -0.63388 7.25753 -4.09544
F -2.45141 6.77383 -3.01487
C -1.80697 5.31313 -4.70636
F -2.72080 5.93432 -5.41936
F -0.80762 4.99545 -5.49819
F -2.33123 4.21285 -4.20849
C 1.79435 0.36862 4.28921
O 2.70262 0.04506 5.30773
C 2.42256 0.75715 6.51190
N 0.83590 -2.39818 3.82673
C 0.46324 -2.17001 5.18640
O -0.75582 -1.44262 5.17076
O -0.94545 -1.13748 6.56359
N 0.46786 -3.55066 3.11220
S -0.51402 -4.84251 3.60081
O 0.26438 -5.71201 4.38835
O -1.23299 -5.22595 2.45358
F -1.43865 -4.02195 4.50849
C -2.06334 -2.87307 0.41626
C -2.42646 -1.95568 1.55647
O -2.86867 -3.60468 -0.08348
H -2.04045 -0.39161 -0.83978
H -1.37976 -0.45191 -2.47070
H -2.48057 -1.70410 -1.96781
H -0.09327 -2.43939 -2.03801
H 0.33257 -1.18988 -0.89092
H 0.28990 -4.27851 -1.20988
H -0.89968 -4.90276 -0.09024
H 2.01408 -4.42697 0.31802
H 0.91570 -5.46989 1.19616
H 3.48669 0.92698 2.54799
H 3.73034 -0.65038 1.83485
H 2.08424 -0.23891 0.12643
H 1.18667 0.88131 1.19691
H 1.91405 1.41393 3.97511
H 0.75459 0.25270 4.61704
H 1.36280 0.67157 6.78448
H 2.67506 1.81621 6.40308
H 3.01685 0.31138 7.30752
H 0.34964 -3.10668 5.73581
H 1.23700 -1.59253 5.69723
H -1.91289 -1.06542 6.60592
H -2.78406 -1.01489 1.12784
H -3.24576 -2.40121 2.12227
H -1.56564 -1.75205 2.19034
C -4.54706 -2.10453 -5.28522
S -2.79011 -1.81867 -5.06315
O -2.64446 -0.42924 -4.55123
C -2.37719 -1.75610 -6.80835
H -5.00445 -2.13197 -4.29845
H -4.97293 -1.28927 -5.86919
H -4.69913 -3.06039 -5.78618
H -2.95425 -0.96405 -7.28416
H -2.59274 -2.72075 -7.26768
H -1.31409 -1.54047 -6.88864
```

Output
gap between HOMO and LUMO	7.48	eV
charge	+1
LUMO	-3.28	eV
2S+1	1